(1)
A structure of composition C50H52N6O8Re. Source: OMol25; level of theory: ωB97M-V/def2-TZVPD.

As for the energy above the lowest of the compared OMol25 structures with the same formula, charge and spin: 5.8 kcal/mol. The value obtained for the HOMO energy (alpha / beta) is -7.282 / -7.266 eV. Its expectation value of S² is 3.772. The spin multiplicity is 4. The charge is 0.

Geometry as XYZ:
```
117
Properties=species:S:1:pos:R:3:forces:R:3:lowdin_charge:R:1
Re -0.620 0.072 -0.092 1.9939 -0.6642 0.8513 1.908
C 0.727 4.144 4.192 -0.2028 0.0556 0.0985 -0.076
C -0.753 3.746 4.212 0.1356 -0.0814 -0.0640 -0.180
C -0.946 2.455 3.486 -0.0625 -0.2376 -0.0569 -0.110
C -0.990 1.204 4.032 0.0559 0.0798 -0.3242 -0.115
C -0.924 0.800 5.463 -0.2810 0.0304 -0.0492 -0.182
C -2.323 0.618 6.051 0.1462 -0.0119 0.0974 -0.078
C -1.126 0.277 2.935 -0.0874 -0.0696 0.2606 -0.220
N -1.058 0.953 1.760 -0.1799 -0.2871 -0.5792 -0.031
C -1.002 2.283 2.051 -0.0258 0.3795 0.0416 -0.209
C -1.025 3.301 1.111 0.0835 -0.2669 -0.1315 0.071
C -1.085 3.147 -0.271 -0.0141 0.2770 0.4295 -0.218
C -0.983 4.222 -1.221 -0.1785 -0.2405 -0.2436 -0.117
C -0.803 5.672 -0.914 0.2064 -0.0915 0.0035 -0.177
C 0.683 6.017 -0.764 -0.2044 0.0674 0.0296 -0.066
C -0.991 3.652 -2.467 0.0401 0.0185 0.3785 -0.123
C -1.115 2.235 -2.271 0.0238 -0.0657 -0.4937 -0.221
C -1.112 1.309 -3.306 0.0099 -0.1316 0.3412 0.055
C -1.122 -0.067 -3.172 -0.0701 0.1710 -0.2529 -0.231
N -1.138 -0.742 -1.987 -0.0860 0.2996 0.5590 -0.034
C -1.330 -2.057 -2.278 -0.0508 -0.2650 -0.0366 -0.208
C -1.552 -3.057 -1.346 0.0914 0.2290 0.2528 0.066
C -1.640 -2.891 0.030 -0.0307 -0.0413 -0.3134 -0.219
N -1.549 -1.699 0.692 -0.1776 1.0438 -0.5770 -0.019
C -1.546 -1.989 2.025 0.0151 0.2744 0.4229 -0.213
C -1.357 -1.081 3.058 0.0125 -0.0438 -0.3408 0.061
C -1.695 -3.412 2.220 0.0560 -0.0851 -0.2529 -0.103
C -1.768 -3.977 0.978 0.0342 0.2349 0.1174 -0.095
C -1.901 -5.393 0.499 -0.0203 -0.1009 0.0450 -0.184
C -2.086 -6.506 1.525 0.0677 0.1223 -0.1674 -0.094
C -1.743 -4.035 3.577 -0.2004 -0.0083 0.0184 -0.187
C -3.136 -3.939 4.205 0.1921 -0.0850 0.0287 -0.075
C -1.334 -2.242 -3.711 -0.0921 0.3324 0.0300 -0.122
C -1.185 -1.005 -4.267 0.0970 -0.1682 0.3061 -0.116
C -1.068 -0.642 -5.709 -0.2480 0.0085 0.0511 -0.186
C -2.418 -0.283 -6.332 0.2021 -0.0386 -0.0420 -0.079
C -1.403 -3.562 -4.398 0.2655 0.0160 0.0643 -0.186
C -0.028 -4.236 -4.360 -0.1453 -0.0750 -0.1029 -0.076
N -1.176 1.951 -0.932 -0.0074 -0.9006 0.3281 -0.018
C -0.846 4.339 -3.787 -0.2478 -0.0334 0.0006 -0.186
C -2.190 4.588 -4.477 0.1907 0.0366 -0.0225 -0.078
H 0.924 4.951 4.892 0.0480 0.1233 0.0320 0.073
H 1.020 4.468 3.197 0.1008 0.0118 -0.1097 0.057
H 1.337 3.288 4.467 0.1503 -0.0551 0.0303 0.082
H -1.357 4.539 3.767 -0.0590 -0.0188 0.0500 0.112
H -1.084 3.625 5.246 -0.0536 0.0414 -0.0428 0.107
H -0.385 1.553 6.037 0.1012 -0.0062 0.0008 0.111
H -0.365 -0.133 5.539 0.1065 0.0128 0.0883 0.115
H -2.881 1.550 5.994 -0.0854 0.0777 0.0310 0.077
H -2.258 0.309 7.091 -0.0877 -0.0229 0.1310 0.073
H -2.878 -0.136 5.499 -0.1018 -0.0927 -0.0511 0.065
H -0.952 4.312 1.482 -0.0342 0.0950 0.0446 0.115
H -1.339 5.938 0.000 -0.0532 0.0448 -0.0801 0.110
H -1.227 6.255 -1.735 -0.0838 0.0481 0.1238 0.110
H 1.128 5.447 0.050 0.0682 -0.0252 0.0352 0.061
H 0.807 7.079 -0.562 0.0791 0.0698 0.0276 0.077
H 1.224 5.774 -1.678 0.0788 -0.0290 -0.0435 0.076
H -1.089 1.709 -4.309 0.0174 -0.0073 -0.0763 0.111
H -1.672 -4.060 -1.725 0.0087 -0.0502 -0.0205 0.106
H -1.367 -1.477 4.061 0.0025 -0.0491 0.0904 0.108
H -1.004 -5.624 -0.083 -0.0783 -0.0159 -0.1357 0.120
H -2.751 -5.427 -0.190 0.0890 0.0011 -0.0775 0.120
H -1.190 -6.643 2.124 0.0348 -0.0367 0.1142 0.074
H -2.271 -7.440 0.997 -0.0057 -0.0499 0.0152 0.076
H -2.933 -6.320 2.177 -0.0842 0.0162 0.1315 0.070
H -1.020 -3.535 4.225 0.0497 -0.1020 -0.0106 0.112
H -1.454 -5.079 3.512 0.1012 0.0296 0.0757 0.089
H -3.448 -2.902 4.305 -0.0772 0.1028 0.0147 0.067
H -3.132 -4.400 5.189 -0.0711 -0.0060 0.1254 0.074
H -3.870 -4.456 3.590 -0.0997 -0.0195 -0.0699 0.072
H -0.635 -1.487 -6.249 0.0856 0.0794 -0.0205 0.111
H -0.385 0.205 -5.807 0.0684 -0.1088 -0.0884 0.112
H -3.108 -1.119 -6.246 -0.1150 -0.0687 -0.0006 0.075
H -2.288 -0.046 -7.385 -0.0905 0.0628 -0.1170 0.072
H -2.861 0.574 -5.830 -0.0790 0.0819 0.0341 0.068
H -1.712 -3.421 -5.434 -0.1024 -0.0404 0.0019 0.108
H -2.141 -4.202 -3.912 -0.0730 0.0028 -0.0880 0.111
H 0.707 -3.614 -4.867 0.0850 0.0099 -0.0076 0.079
H -0.061 -5.207 -4.849 0.0608 -0.1008 -0.0257 0.073
H 0.299 -4.372 -3.331 0.0720 -0.0318 0.0536 0.068
H -0.213 3.737 -4.443 0.0911 0.0710 0.0095 0.111
H -0.344 5.297 -3.643 0.0973 -0.0596 0.0011 0.108
H -2.721 3.656 -4.658 -0.0740 -0.0754 0.0068 0.068
H -2.024 5.081 -5.433 -0.0744 0.0384 -0.1064 0.073
H -2.824 5.230 -3.868 -0.0810 0.0165 0.0595 0.076
O 1.321 0.289 -2.062 0.0959 -0.0828 0.0938 -0.015
C 2.039 1.241 -2.306 0.2668 -0.0196 -0.5003 -0.197
C 2.476 2.263 -1.400 -0.3155 0.0409 0.7577 -0.110
C 3.389 3.217 -1.833 0.1690 0.2582 0.0828 0.050
C 3.940 4.128 -0.954 -0.7904 -0.8844 0.2245 -0.181
C 3.613 4.070 0.416 0.1021 0.1089 -0.1587 0.001
C 2.707 3.161 0.861 -0.0901 -0.1845 -0.0457 0.011
C 2.055 2.234 -0.022 0.7879 0.7321 -0.4754 -0.332
O 1.192 1.462 0.454 -1.2624 -1.2425 0.0604 -0.110
N 4.845 5.114 -1.427 0.3500 0.4132 -0.2944 -0.375
O 5.294 5.913 -0.624 0.1181 0.1260 0.0677 0.060
O 5.116 5.117 -2.617 0.1234 0.1001 -0.1485 0.055
H 2.453 1.347 -3.328 0.0182 -0.0419 -0.0798 0.134
H 3.689 3.249 -2.869 0.0332 -0.0293 -0.1493 0.125
H 4.097 4.764 1.087 -0.0145 0.0194 0.0630 0.121
H 2.448 3.086 1.905 -0.0274 0.0181 0.1538 0.105
O 1.481 -0.758 2.359 0.2099 -0.1018 -0.0726 0.066
C 1.615 -1.453 1.364 0.6986 -0.0749 1.2751 -0.580
O 0.916 -1.410 0.301 -1.6161 1.2124 -1.6127 -0.140
C 2.648 -2.564 1.334 -0.1457 0.0336 -0.0229 -0.096
C 2.724 -3.402 0.225 -0.0116 0.1595 0.1842 0.003
C 3.595 -4.471 0.225 0.2704 -0.2980 0.1060 0.015
C 4.390 -4.694 1.344 -0.8558 1.0727 -0.0882 -0.153
C 4.339 -3.850 2.449 0.2191 -0.3376 -0.0852 0.015
C 3.462 -2.784 2.441 -0.1681 0.0633 -0.2146 0.006
N 5.272 -5.833 1.356 0.3710 -0.4512 0.0481 -0.365
O 5.278 -6.557 0.382 0.0516 -0.1648 -0.1573 0.075
O 5.952 -6.007 2.346 0.1919 -0.1001 0.1802 0.078
H 2.083 -3.201 -0.620 -0.0092 -0.0245 -0.0595 0.116
H 3.664 -5.142 -0.616 0.0166 -0.0229 -0.0223 0.117
H 4.977 -4.054 3.296 0.0013 0.0122 0.0070 0.119
H 3.385 -2.118 3.288 -0.0269 0.0414 0.0216 0.120
```
Positions in Å, forces in eV/Å.

---

(2)
An isolated molecule of C6H8N2. Source: OMol25; level of theory: ωB97M-V/def2-TZVPD.

As for the energy above the lowest of the compared OMol25 structures with the same formula, charge and spin: 54.3 kcal/mol. As for the SMILES: C#C[C@@H]1CNC(C)=N1. The value obtained for the HOMO energy is -8.912 eV. The charge is 0.

Geometry as XYZ:
```
16
Properties=species:S:1:pos:R:3:forces:R:3:lowdin_charge:R:1
C 2.531 -0.842 -0.125 -0.8225 2.8121 -0.8040 0.003
C 1.083 -0.372 0.027 1.0335 0.4145 -0.6687 -0.424
C -0.996 -0.158 0.555 0.1454 0.1523 1.1911 -0.390
C -0.573 1.230 0.076 0.5395 1.3865 1.9777 -0.142
C -2.307 -0.415 0.086 -2.0407 -1.3319 -0.7265 -0.113
C -3.405 -0.668 -0.339 0.2998 0.5914 0.1345 0.130
H 3.026 0.010 -0.730 -0.2308 -1.5245 1.1198 0.101
H 2.996 -0.990 0.843 0.1044 0.1733 0.0304 0.077
H 2.556 -1.727 -0.691 0.0991 -1.2025 -0.6410 0.052
H -0.955 -0.278 1.662 -0.5147 0.7892 -0.3919 0.161
H -0.869 2.018 0.873 0.6485 -1.1150 -1.3892 0.145
H -0.973 1.531 -0.871 -0.6005 -0.0413 -0.5530 0.106
H 1.370 1.452 -0.802 -0.3934 0.0273 0.6211 0.126
H -4.397 -0.727 -0.730 0.1890 -0.1988 0.0866 0.026
N 0.054 -1.076 0.197 0.3399 -1.3920 -0.0238 0.123
N 0.859 1.012 -0.031 1.2035 0.4595 0.0368 0.020
```
Positions in Å, forces in eV/Å.